# 1
# C3H7NO2

C3H7NO2 as an isolated structure (wB97M-V/def2-TZVPD, OMol25).

## Properties
* highest occupied orbital energy: -9.19 eV
* molecular weight: 89.1 g/mol
* maximum force: 0.29 eV/Å
* gap between HOMO and LUMO: 0.3714 Ha
* energy above the lowest of the compared OMol25 structures with the same formula, charge and spin: 262.9 kJ/mol
* DFT total energy: -8807.804 eV

Geometry as ORCA input:
```
! RIJCOSX wB97M-V def2-TZVPD def2/J DEFGRID3
* xyz 0 1
C -2.1497 -0.0414 -0.5154
N -1.2347 -0.0657 0.5987
C 0.0651 -0.0234 0.5417
O 0.5336 -0.0604 1.7429
O 0.8015 0.0456 -0.5513
C 2.2171 0.0815 -0.3378
H -2.8078 0.8327 -0.4571
H -2.7759 -0.9403 -0.5209
H -1.5993 0.0024 -1.4625
H -0.7465 -0.1038 1.8602
H 2.4877 0.9522 0.2638
H 2.6611 0.1487 -1.3310
H 2.5479 -0.8281 0.1688
*
```

# 2
# C3H7NO2

One molecule with the formula C3H7NO2 (wB97M-V/def2-TZVPD, OMol25).

## Properties
* highest occupied orbital energy: -9.67 eV
* molecular weight: 89.1 g/mol
* maximum force: 0.49 eV/Å
* gap between HOMO and LUMO: 0.3838 Ha
* energy above the lowest of the compared OMol25 structures with the same formula, charge and spin: 49.1 kJ/mol
* DFT total energy: -8810.020 eV

Geometry as ORCA input:
```
! RIJCOSX wB97M-V def2-TZVPD def2/J DEFGRID3
* xyz 0 1
C 1.3298 0.3715 -0.9262
C 0.3508 0.4245 0.2209
O -0.5858 1.4848 0.0430
C -0.3627 -0.9232 0.4133
O 0.1113 -1.9914 0.0667
N -1.5418 -0.8269 1.0639
H 2.2328 -0.1787 -0.6661
H 1.6097 1.3868 -1.2193
H 0.8299 -0.1509 -1.7406
H 0.8913 0.6130 1.1559
H -0.9124 1.4085 -0.8712
H -1.9584 0.0855 1.1720
H -1.9946 -1.7036 1.2876
*
```

Look up the gap between HOMO and LUMO of the second one.
0.3838 Ha